This record from the Open Molecules 2025 dataset describes a structure of composition C22H33NO3P2V. The level of theory is ωB97M-V with the def2-TZVPD basis set.

The geometry in XYZ format:
```
62
Properties=species:S:1:pos:R:3:lowdin_charge:R:1
C -1.11 -1.60 -4.30 -0.087
C -1.15 -0.92 -5.65 -0.111
H -1.01 -2.69 -4.37 0.115
H -1.93 -1.22 -3.63 0.150
C -1.12 0.48 -5.71 -0.280
C -0.84 1.18 -4.56 0.171
H -1.14 0.76 -3.62 0.058
H -0.47 2.22 -4.54 0.115
C -1.16 -1.72 -6.95 -0.006
H -0.91 -2.78 -6.80 0.093
H -0.44 -1.36 -7.68 0.098
H -2.11 -1.75 -7.49 0.112
C -1.33 1.26 -7.00 -0.021
H -2.31 1.00 -7.42 0.106
H -0.54 1.01 -7.70 0.086
H -1.33 2.34 -6.81 0.090
V -0.60 0.54 1.39 0.697
O -0.61 0.11 -0.66 -0.131
C 0.37 0.17 -1.51 -0.347
O 1.45 0.61 1.21 -0.064
C 2.01 1.00 0.15 -0.417
O 3.14 1.70 0.17 0.096
N 1.52 0.92 -1.12 0.068
C 3.49 2.08 -1.21 -0.052
C 2.45 1.48 -2.11 -0.086
H 4.49 1.67 -1.39 0.147
H 3.49 3.17 -1.24 0.144
H 2.87 0.73 -2.78 0.134
H 1.90 2.22 -2.69 0.138
C 0.40 -0.41 -2.79 -0.149
C 0.04 -1.76 -3.12 -0.136
H 1.07 0.06 -3.57 0.117
H -0.60 -2.27 -2.38 0.129
H 0.98 -2.28 -3.25 0.133
C -1.41 2.44 4.61 -0.234
P -0.11 1.59 3.62 0.839
C 1.29 2.73 3.65 -0.228
C 0.37 0.22 4.77 -0.347
C 1.35 0.23 5.78 -0.049
C 1.60 -0.93 6.55 -0.045
C 0.93 -2.12 6.32 -0.046
C 0.04 -2.18 5.24 -0.069
C -0.22 -1.04 4.47 -0.382
P -1.34 -1.06 3.03 0.815
C -2.95 -1.44 3.71 -0.235
C -0.84 -2.50 1.97 -0.214
H -1.63 3.39 4.10 0.052
H -1.10 2.66 5.66 0.072
H -2.33 1.84 4.62 0.042
H 1.86 2.77 4.57 0.049
H 1.95 2.44 2.83 0.026
H 0.92 3.72 3.43 0.055
H 1.82 1.18 6.07 0.111
H 2.37 -0.89 7.31 0.117
H 1.15 -3.03 6.87 0.122
H -0.54 -3.10 5.05 0.121
H -3.02 -1.05 4.72 0.062
H -3.73 -0.96 3.12 0.052
H -3.11 -2.52 3.73 0.062
H -1.72 -3.16 1.87 0.061
H -0.02 -3.02 2.48 0.059
H -0.50 -2.15 0.97 0.026
```

HOMO-LUMO gap (alpha / beta)   5.98 / 6.16 eV
Charge   +2
<S²>   3.7707
Multiplicity   4
DFT total energy   -75230.6846 eV
E_HOMO (alpha / beta)   -13.00 / -13.10 eV
LUMO (alpha / beta)   -7.0 / -6.9 eV



This record from the Open Molecules 2025 dataset describes a structure of composition C27H16BrF3IrN5O9S. The level of theory is ωB97M-V with the def2-TZVPD basis set.

The geometry in XYZ format:
```
63
Properties=species:S:1:pos:R:3:lowdin_charge:R:1
Ir -1.44 -3.36 0.84 1.650
C 5.29 -3.10 -0.75 -0.045
O 5.12 -1.77 -1.29 -0.083
C 4.85 -0.69 -0.54 -0.214
C 5.62 -0.34 0.58 -0.019
C 5.27 0.84 1.30 -0.699
Br 5.95 1.27 2.99 0.747
C 4.26 1.66 0.82 -0.094
C 3.46 1.27 -0.29 -0.090
C 3.74 0.12 -1.02 -0.186
O 3.28 -0.18 -2.24 0.087
C 2.41 2.22 -0.72 -0.210
N 2.66 3.56 -0.68 0.184
C 1.58 4.11 -1.33 -0.254
C 1.38 5.44 -1.62 -0.012
C 0.22 5.70 -2.36 -0.113
C -0.75 4.77 -2.64 -0.078
C -0.59 3.40 -2.20 -0.004
C 0.61 3.11 -1.65 -0.219
N 1.22 1.89 -1.37 0.156
H 4.45 -3.71 -1.12 0.080
H 5.37 -3.16 0.32 0.082
H 6.15 -3.58 -1.29 0.106
H 6.47 -1.00 0.72 0.114
H 4.03 2.58 1.31 0.093
H 2.52 0.40 -2.52 0.128
H 2.11 6.19 -1.32 0.117
H 0.07 6.73 -2.72 0.106
H -1.61 5.07 -3.18 0.081
H -1.35 2.64 -2.32 0.103
H 0.70 1.12 -1.07 0.135
O -2.53 -1.78 1.11 -0.253
C -1.68 -0.73 1.10 -0.520
O -0.46 -0.86 0.93 0.005
C -2.35 0.66 1.18 -0.131
C -1.64 1.75 1.71 -0.025
C -2.34 2.94 1.97 0.027
C -3.68 3.05 1.55 -0.205
O -4.51 4.15 1.60 0.023
C -5.84 3.65 1.14 -0.047
O -5.54 2.36 0.52 0.016
C -4.31 1.98 0.99 -0.228
C -3.71 0.77 0.70 0.085
H -0.56 1.50 1.96 0.145
H -1.91 3.91 2.23 0.126
H -6.25 4.37 0.46 0.127
H -6.51 3.49 1.99 0.136
H -4.24 -0.08 0.25 0.133
F 1.79 -6.70 1.78 0.163
C 2.14 -5.44 1.59 -0.569
F 2.17 -4.78 2.81 0.109
F 3.37 -5.35 1.10 0.141
S 0.92 -4.64 0.31 0.616
O 0.58 -3.33 1.06 -0.499
O 1.46 -4.47 -1.01 -0.242
O -0.39 -5.37 0.31 -0.429
N -2.90 -4.34 0.49 -0.093
C -3.99 -4.71 0.22 -0.080
C -5.26 -4.74 -0.17 -0.194
C -6.05 -5.90 0.34 -0.157
N -6.67 -6.84 0.69 0.167
C -5.82 -4.09 -1.30 -0.175
N -6.33 -3.63 -2.26 0.182
```

HOMO-LUMO gap (alpha / beta)   7.24 / 3.85 eV
<S²>   6.0432
Multiplicity   5
DFT total energy   -145996.2553 eV
E_HOMO (alpha / beta)   -8.05 / -8.05 eV
LUMO (alpha / beta)   -0.8 / -4.2 eV



This record from the Open Molecules 2025 dataset describes an isolated molecule of C17H31N7O2. The level of theory is ωB97M-V with the def2-TZVPD basis set.

The geometry in XYZ format:
```
57
Properties=species:S:1:pos:R:3:lowdin_charge:R:1
C -2.62 -0.38 2.55 -0.082
H -2.93 -1.39 2.29 0.069
H -3.33 0.01 3.27 0.063
H -1.63 -0.43 3.01 0.041
C -2.57 0.50 1.30 -0.237
N -3.81 0.41 0.54 -0.174
C -3.70 0.26 -0.89 -0.271
C -2.80 1.29 -1.63 -0.097
C -1.76 0.46 -2.39 -0.118
N -1.72 -0.81 -1.68 -0.056
C -0.56 -1.43 -1.43 -0.443
O 0.50 -1.01 -1.86 0.043
C -0.63 -2.70 -0.59 -0.066
C 0.76 -3.04 -0.06 -0.117
N 1.16 -2.03 0.89 -0.065
C 2.17 -1.12 0.88 -0.257
N 2.03 -0.37 1.95 0.076
N 0.95 -0.81 2.59 -0.032
N 0.43 -1.79 1.98 0.046
C 3.18 -1.05 -0.20 -0.129
N 4.26 -0.12 0.10 -0.163
C 3.81 1.26 0.13 -0.170
C 4.99 2.15 0.53 -0.191
H 4.70 3.20 0.50 0.125
O 6.07 2.01 -0.37 -0.134
C 6.49 0.67 -0.42 -0.202
C 5.35 -0.26 -0.85 -0.174
H 5.71 -1.29 -0.84 0.123
H 5.03 0.01 -1.87 0.132
H 7.31 0.63 -1.14 0.124
H 6.85 0.36 0.57 0.127
H 5.31 1.89 1.54 0.129
H 3.02 1.35 0.88 0.100
H 3.42 1.57 -0.85 0.134
H 2.65 -0.79 -1.14 0.122
H 3.62 -2.04 -0.32 0.133
H 0.75 -4.01 0.45 0.131
H 1.49 -3.05 -0.87 0.124
H -1.01 -3.52 -1.20 0.132
H -1.30 -2.56 0.27 0.096
C -3.06 -1.11 -1.23 -0.081
H -3.61 -1.60 -2.04 0.131
H -3.07 -1.76 -0.35 0.116
H -0.77 0.90 -2.40 0.122
H -2.08 0.28 -3.42 0.130
H -3.38 1.91 -2.31 0.108
H -2.31 1.94 -0.91 0.110
H -4.72 0.29 -1.28 0.144
C -4.87 1.27 1.01 -0.236
C -4.76 2.75 0.64 -0.078
H -5.58 3.30 1.10 0.070
H -4.81 2.89 -0.44 0.061
H -3.83 3.17 1.00 0.065
H -4.91 1.17 2.10 0.109
H -5.81 0.87 0.61 0.115
H -2.34 1.53 1.60 0.116
H -1.74 0.15 0.67 0.105
```

HOMO-LUMO gap   8.86 eV
SMILES string   CCN(CC)[C@H]1CCN(C(=O)CCn2nnnc2CN2CCOCC2)C1
DFT total energy   -32656.6050 eV
E_HOMO   -8.22 eV
LUMO   0.6 eV



This record from the Open Molecules 2025 dataset describes a structure of composition C39H33BClNO5P2V. The level of theory is ωB97M-V with the def2-TZVPD basis set.

The geometry in XYZ format:
```
83
Properties=species:S:1:pos:R:3:lowdin_charge:R:1
V -0.54 0.26 -1.24 0.733
N -0.08 -1.41 1.26 -0.331
P -1.37 -1.67 0.17 0.944
C -1.19 -3.33 -0.50 -0.369
C -0.90 -3.46 -1.86 -0.088
C -0.66 -4.72 -2.40 -0.061
C -0.70 -5.84 -1.58 -0.060
C -0.99 -5.71 -0.23 -0.063
C -1.24 -4.46 0.31 -0.087
C -2.85 -1.68 1.19 -0.345
C -3.94 -2.47 0.83 -0.080
C -5.12 -2.40 1.57 -0.062
C -5.20 -1.55 2.66 -0.061
C -4.12 -0.76 3.02 -0.062
C -2.94 -0.82 2.29 -0.095
P 1.19 -0.71 0.37 0.939
C 2.31 0.04 1.56 -0.345
C 1.80 0.82 2.60 -0.090
C 2.68 1.48 3.44 -0.064
C 4.05 1.38 3.24 -0.059
C 4.55 0.61 2.20 -0.070
C 3.68 -0.06 1.36 -0.080
C 2.08 -2.03 -0.48 -0.371
C 2.28 -1.91 -1.85 -0.099
C 2.85 -2.95 -2.57 -0.060
C 3.22 -4.11 -1.91 -0.057
C 3.02 -4.24 -0.54 -0.057
C 2.45 -3.21 0.17 -0.078
H 0.09 -2.01 2.06 0.093
H -0.88 -2.59 -2.50 0.097
H -0.44 -4.82 -3.45 0.114
H -0.51 -6.82 -2.00 0.112
H -1.03 -6.59 0.40 0.111
H -1.48 -4.37 1.36 0.114
H -3.88 -3.14 -0.01 0.110
H -5.96 -3.01 1.29 0.112
H -6.12 -1.50 3.23 0.112
H -4.19 -0.10 3.87 0.111
H -2.11 -0.19 2.55 0.094
H 0.73 0.90 2.75 0.104
H 2.29 2.08 4.26 0.112
H 4.73 1.90 3.90 0.114
H 5.62 0.54 2.05 0.113
H 4.07 -0.65 0.54 0.109
H 1.97 -1.01 -2.37 0.088
H 3.00 -2.85 -3.63 0.114
H 3.66 -4.93 -2.47 0.114
H 3.30 -5.16 -0.04 0.114
H 2.30 -3.31 1.24 0.115
O -2.30 1.93 0.90 0.103
B -1.97 1.70 -0.44 -0.514
O -2.60 2.62 -1.26 0.151
C -3.33 3.43 -0.42 -0.194
C -4.14 4.49 -0.75 0.020
C -4.77 5.14 0.32 -0.074
C -4.59 4.72 1.63 -0.077
C -3.77 3.64 1.95 0.009
C -3.15 3.01 0.89 -0.196
H -4.28 4.81 -1.77 0.126
H -5.41 5.98 0.11 0.108
H -5.09 5.25 2.43 0.106
H -3.62 3.31 2.96 0.119
C 0.77 3.54 0.23 0.004
C 2.04 3.05 -0.40 -0.182
C 3.27 3.45 0.09 -0.052
C 4.45 3.00 -0.47 -0.662
Cl 5.96 3.52 0.21 0.706
C 4.44 2.13 -1.55 -0.084
C 3.22 1.72 -2.05 -0.005
C 2.04 2.18 -1.49 -0.234
O 0.82 1.72 -2.01 -0.209
C 0.53 2.11 -3.37 -0.029
C -0.67 1.29 -3.83 -0.552
O -1.34 1.57 -4.78 0.155
O -0.88 0.22 -3.06 -0.157
H 1.00 4.12 1.13 0.095
H 0.12 2.72 0.53 0.054
H 0.20 4.18 -0.45 0.108
H 3.30 4.12 0.94 0.121
H 5.37 1.79 -1.98 0.115
H 3.20 1.04 -2.89 0.122
H 1.37 1.86 -4.02 0.143
H 0.33 3.17 -3.42 0.158
```

HOMO-LUMO gap (alpha / beta)   7.57 / 7.94 eV
Charge   +1
<S²>   2.0346
Multiplicity   3
DFT total energy   -110168.8832 eV
E_HOMO (alpha / beta)   -10.86 / -10.91 eV
LUMO (alpha / beta)   -3.3 / -3.0 eV



no.,maximum force (hartree/bohr)
1,0.0616
2,0.0844
3,0.0298
4,0.0102